1.
Below is a structure of composition C26H57ClInN3O8PS, with properties calculated with wB97M-V/def2-TZVPD.

```
98
Properties=species:S:1:pos:R:3:forces:R:3:mulliken_charge:R:1
C 7.331703 -2.798317 2.186142 -0.153 0.794 -0.342 -1.3231
C 6.559828 -1.621171 2.890955 -0.159 -1.112 -0.619 1.0372
O 5.919635 -2.202717 4.047859 0.370 0.567 -0.095 -0.5879
C 5.417174 -1.069924 1.989641 0.790 0.099 0.276 -1.0149
N 5.890406 -0.077385 1.010386 -0.888 -0.381 0.381 0.0337
C 4.775632 0.271917 0.080434 1.158 0.348 -0.646 -0.6678
C 4.540019 1.817509 0.001125 -0.621 0.172 -1.082 -0.4275
O 3.275087 2.263670 0.417663 0.413 -0.323 0.533 -0.7045
In 2.789618 1.826971 2.404926 -0.239 -0.491 0.773 0.7650
C 4.363433 2.353965 3.913960 0.554 0.264 0.178 -1.3776
C 5.772480 2.630297 3.323169 0.091 -0.921 0.603 0.7739
C 6.913556 2.605132 4.410841 -0.034 1.216 -1.570 -0.7674
S 8.477876 2.178629 3.516436 2.106 -2.828 1.081 1.0792
O 8.534805 0.689113 3.480000 -0.258 2.867 -0.240 -0.6945
O 9.661322 2.816812 4.116187 -2.315 -0.248 -1.383 -0.6444
O 8.363378 2.658338 1.942367 0.223 0.325 1.841 -0.5108
P 0.708461 3.226042 3.036023 -0.526 0.840 -0.872 0.1676
O -0.620873 2.558854 2.185146 0.760 0.290 1.254 -0.4839
Cl 0.422179 2.860222 5.129858 -0.070 -0.345 -0.498 -0.3535
H 8.290799 -2.459905 1.747404 -0.435 -0.155 0.156 0.2989
H 7.541271 -3.593438 2.918363 -0.091 0.353 -0.287 0.3984
H 6.691122 -3.187259 1.367988 0.430 -0.093 0.409 0.2517
H 7.280414 -0.838099 3.182395 -0.759 -0.423 0.119 -0.1332
H 5.061270 -2.465556 3.715521 -0.387 -0.233 0.278 0.3547
H 4.913978 -1.930291 1.479859 0.244 0.294 0.286 0.6703
H 4.647222 -0.596552 2.625854 0.391 -0.066 -0.204 -0.0414
H 6.679436 -0.456389 0.502972 -0.123 -0.142 -0.096 0.2951
H 3.852453 -0.288640 0.322336 0.345 0.490 0.084 0.2454
H 5.096647 -0.076138 -0.929673 -0.382 0.210 0.453 0.3900
H 5.377561 2.375787 0.480369 -0.276 -0.515 0.034 0.1265
H 4.610268 2.080330 -1.084179 0.064 -0.071 0.437 0.3643
H 2.310820 0.110753 2.597373 0.104 0.160 -0.216 -0.3854
H 4.479198 1.475641 4.588701 -0.297 0.396 -0.380 0.3095
H 4.024146 3.198485 4.553311 0.156 -0.416 -0.360 0.4227
H 6.006275 1.774191 2.654357 -0.200 0.570 0.140 -0.7736
H 5.839755 3.563030 2.739304 -0.078 -0.371 0.225 0.3895
H 6.737496 1.857897 5.196389 0.404 0.036 -0.472 0.4208
H 7.097967 3.602403 4.846520 -0.100 -0.460 -0.068 0.4097
H 7.885121 1.972606 1.456940 -0.323 -0.329 0.045 0.3962
H -0.722976 1.631109 2.414983 0.068 -0.332 -0.205 0.3100
C -2.175881 1.304648 -1.979635 -0.093 0.102 -0.410 -1.9164
C -1.117074 0.460786 -1.226692 -1.302 1.678 0.163 2.4836
C 0.188470 1.266986 -1.070099 0.391 -0.274 -0.176 -1.2503
C 0.983908 1.385368 -2.363193 0.041 -0.015 -0.089 -0.5928
C 1.222224 0.010872 -2.981861 0.087 0.284 0.410 -1.3145
C -0.074101 -0.787094 -3.175673 -0.181 0.049 -2.095 1.7409
N -0.903364 -0.827538 -1.944663 2.427 -0.542 1.732 0.7469
O -0.348681 -1.675929 -1.111343 -0.879 -0.159 -0.423 -0.6388
C -0.880073 -0.177996 -4.340489 -0.157 0.315 -0.046 -1.7979
C 0.280166 -2.200986 -3.661681 0.067 -0.270 0.526 -1.8885
C -1.721627 0.244290 0.165897 0.260 -0.727 0.179 -1.6758
H -1.732501 2.081051 -2.605892 0.044 -0.087 -0.050 0.3179
H -2.815401 0.680753 -2.605785 0.035 -0.005 0.050 0.1885
H -2.847081 1.817025 -1.290214 0.151 -0.060 0.114 0.5870
H 0.836107 0.797610 -0.321478 -0.130 -0.084 0.017 0.0039
H -0.032922 2.267926 -0.693894 -0.212 -0.120 0.099 0.4335
H 0.472396 2.039921 -3.076745 -0.041 -0.041 -0.004 0.3845
H 1.945881 1.859015 -2.153305 -0.054 0.011 0.092 0.3129
H 1.729574 0.130673 -3.944039 -0.150 -0.162 -0.064 0.3779
H 1.910924 -0.548080 -2.339835 -0.143 -0.092 0.064 0.2790
H -1.849730 -0.670544 -4.443956 0.017 0.007 0.072 0.2512
H -0.345036 -0.310307 -5.283089 0.106 -0.107 0.109 0.4736
H -1.050393 0.892007 -4.241386 -0.056 -0.048 0.090 0.3476
H 0.960440 -2.715649 -2.982675 -0.162 0.055 0.112 0.3616
H 0.785866 -2.150797 -4.628212 -0.099 0.224 0.012 0.4398
H -0.615199 -2.814080 -3.784594 -0.017 0.027 0.059 0.4058
H -2.647256 -0.334905 0.107217 0.021 -0.019 -0.058 -0.1028
H -1.953033 1.205771 0.619368 0.002 0.124 -0.258 0.6070
H -1.034258 -0.265941 0.844108 -0.009 -0.125 -0.172 0.4134
C -7.240518 -2.850158 -2.324707 -0.338 -0.035 -0.017 -1.9400
C -6.108307 -2.023122 -1.662976 -0.477 -1.923 -0.915 2.2301
C -5.961166 -2.419606 -0.185805 -0.028 0.341 0.381 -1.1961
C -7.077195 -1.883077 0.703350 -0.045 0.048 -0.021 -0.4899
C -7.233789 -0.376098 0.519309 0.344 -0.334 0.139 -1.3007
C -7.417036 0.029381 -0.949757 -2.051 0.592 -0.011 1.7275
N -6.386353 -0.572217 -1.835470 2.121 0.580 2.014 0.1814
O -5.264441 0.076472 -1.649690 -0.424 0.092 -0.808 -0.3867
C -8.827959 -0.376571 -1.421644 -0.136 -0.332 -0.028 -1.7014
C -7.414721 1.562773 -1.044440 0.601 0.085 -0.056 -1.8681
C -4.827089 -2.451027 -2.399056 0.337 0.635 0.102 -1.8527
H -7.973220 -3.216508 -1.603876 -0.045 0.101 -0.028 0.3272
H -7.767351 -2.273433 -3.086402 0.031 0.044 0.074 0.3346
H -6.848393 -3.730555 -2.835165 0.157 0.039 0.139 0.4937
H -5.006487 -2.047226 0.200054 0.013 0.080 -0.157 0.1782
H -5.921096 -3.508650 -0.099485 0.028 0.014 -0.226 0.3766
H -8.022029 -2.393638 0.492855 0.013 0.016 -0.043 0.3331
H -6.845777 -2.096373 1.749707 -0.007 -0.024 -0.032 0.3976
H -8.086491 -0.027174 1.108244 -0.036 0.115 -0.189 0.3936
H -6.351284 0.121106 0.934002 0.050 0.035 -0.171 0.3473
H -8.954190 -0.179576 -2.488300 0.065 -0.012 0.021 0.3616
H -9.586867 0.201749 -0.891886 0.151 0.088 0.050 0.4290
H -9.067478 -1.422208 -1.237518 0.070 -0.001 -0.069 0.3211
H -6.511117 2.004134 -0.623841 0.060 -0.126 -0.144 0.3232
H -8.252939 1.975684 -0.479921 -0.063 -0.234 -0.019 0.4360
H -7.512590 1.895871 -2.079245 0.047 -0.051 -0.008 0.4532
H -4.872091 -2.182179 -3.456633 -0.025 0.035 0.020 0.4809
H -4.701760 -3.532732 -2.330662 -0.235 0.019 0.064 0.4925
H -3.928572 -2.007818 -1.967411 -0.098 0.140 -0.066 0.1195
```
Positions in Å, forces in eV/Å.

Values from the calculation:
net charge = -1
spin multiplicity = 3
E_HOMO (spin up / spin down) = -4.42 / -4.42 eV
<S²> = 2.0083

=====

2.
Below is the molecule C4H10N2O, with properties calculated with wB97M-V/def2-TZVPD.

```
17
Properties=species:S:1:pos:R:3:forces:R:3:mulliken_charge:R:1
C 0.799177 -1.662441 1.512400 0.028 -0.397 0.015 -1.1563
C 1.233777 -1.045734 0.192614 -0.464 -0.181 -0.553 -0.2593
N 0.125957 -0.374073 -0.452588 -0.506 0.283 -0.567 -0.1002
C 0.227135 0.718027 -1.305780 -0.038 0.044 2.338 0.2886
O 1.156857 0.893811 -2.050029 0.052 0.369 -0.216 -0.5681
C -0.794430 1.854682 -0.874076 -0.397 -2.128 -1.039 -0.4149
N -2.024009 1.405208 -0.200940 0.970 1.246 -1.305 -0.5846
H 0.597880 -1.029656 2.371951 0.273 0.555 -0.167 0.3017
H -0.141366 -2.198888 1.356466 0.177 -0.277 -0.081 0.3065
H 1.581778 -2.375956 1.780546 -0.249 -0.072 0.256 0.3551
H 1.584317 -1.887056 -0.410961 0.326 0.167 -0.144 0.2205
H 2.013263 -0.289480 0.266137 0.256 -0.239 0.163 0.3130
H -0.810160 -0.731386 -0.360100 0.153 0.013 0.641 0.2338
H -0.270971 2.393143 -0.091312 0.421 0.763 -0.730 0.2969
H -1.012953 2.285946 -1.849592 -0.012 1.140 0.462 0.2957
H -2.397950 0.602907 -0.673251 -0.467 -0.318 0.781 0.2349
H -1.868302 1.440949 0.788522 -0.523 -0.968 0.148 0.2367
```
Positions in Å, forces in eV/Å.

Values from the calculation:
energy relative to the best compared isomer or geometry (same formula, charge and spin) = 41.4 kcal per mole
E_HOMO = -8.99 eV

=====

3.
Below is a structure of composition C37H55N6PbSb2, with properties calculated with wB97M-V/def2-TZVPD.

```
101
Properties=species:S:1:pos:R:3:forces:R:3:mulliken_charge:R:1
Pb -2.200041 -0.443540 1.487933 -0.856 0.816 -0.795 1.2458
C 0.401124 -3.417610 2.034840 0.401 -0.062 -1.576 -0.8473
Sb 1.533591 -1.712547 1.222500 -0.530 -0.813 0.208 0.1239
C 2.459617 -2.834853 -0.350109 0.531 0.535 -0.606 -1.0855
C 3.308371 -1.767525 2.629410 0.025 -0.086 0.592 -1.5120
C 4.447297 -1.106153 1.982660 0.212 -2.021 1.044 1.1284
C 5.380951 -1.908540 1.332953 1.407 0.729 -1.673 -0.6954
C 6.551143 -1.328852 0.754363 -2.654 -3.357 0.410 -0.7301
C 6.818767 -0.005952 0.943185 1.581 2.643 -0.014 -0.5419
C 6.012344 0.787798 1.720763 -0.649 1.213 -0.270 -0.7749
C 4.780558 0.252123 2.223320 0.143 1.514 0.159 0.7097
C 3.824954 1.088044 2.918642 0.193 -0.105 0.941 -1.3570
Sb 2.405888 1.879031 1.361368 -0.269 0.686 -0.313 0.6963
C 0.804471 1.958981 2.806134 0.200 0.577 -0.267 -1.1341
C 3.079407 3.955052 1.341996 -1.085 -0.692 1.837 -1.2716
H -0.510932 -3.046529 2.482573 0.154 -0.027 0.711 0.0918
H 1.051915 -4.065720 2.647772 -0.667 0.300 -0.160 0.5123
H 0.041718 -3.944832 1.107796 0.583 0.238 0.856 0.2520
H 1.904964 -3.780230 -0.491328 0.473 0.515 -0.067 0.3756
H 3.512908 -2.987286 -0.050207 -0.667 -0.334 -0.204 0.3253
H 2.523946 -2.219064 -1.285903 -0.364 -0.685 0.750 0.3094
H 3.527536 -2.851077 2.896368 -0.464 1.384 -0.440 0.5815
H 2.912652 -1.176517 3.488855 0.324 -0.960 -0.593 0.4158
H 5.135185 -2.952140 1.153773 0.356 0.122 0.208 0.6069
H 7.147711 -1.977334 0.120301 0.242 0.241 0.228 0.4495
H 7.728804 0.410721 0.454101 -0.817 -0.197 0.567 0.4105
H 6.203008 1.905325 1.836229 -0.135 -1.756 -0.007 0.3619
H 4.299484 1.931310 3.422888 -0.164 0.145 -0.210 0.6968
H 3.174239 0.553148 3.651216 0.497 0.585 -0.758 0.4408
H 0.445554 0.951763 2.829779 -0.799 -0.658 -0.311 0.0506
H 0.022014 2.718016 2.604210 0.522 -0.593 0.044 0.3582
H 1.211021 2.066075 3.794139 0.281 0.615 0.488 0.6254
H 4.055942 3.945047 0.956285 1.108 0.229 -1.187 0.3911
H 3.221720 4.309636 2.377012 -0.513 0.017 -0.366 0.4121
H 2.323513 4.536349 0.804269 0.469 -0.010 0.013 0.3537
C -5.013497 1.877934 6.102801 -1.267 0.746 1.118 -0.3897
C -5.215493 0.781223 5.305375 -1.349 -2.538 0.552 -0.5403
C -4.649106 0.651968 4.069120 1.243 -0.428 -2.205 -0.0415
C -3.745418 1.671632 3.635981 -0.289 1.336 1.362 0.4304
C -3.476159 2.775809 4.511714 -0.462 -0.575 -1.333 -0.3368
C -4.226102 2.926598 5.664462 1.247 0.910 0.548 -0.6935
N -3.143327 1.672301 2.366252 1.130 1.794 -1.020 0.5894
N -2.654450 2.791493 1.879248 -0.957 -2.735 2.369 -0.6065
C -2.026373 2.629576 0.644237 0.896 0.526 -1.286 -0.1235
C -1.430804 3.772147 -0.014788 -2.553 -0.729 -0.754 -0.6907
C -1.385062 3.729556 -1.429891 0.581 -1.954 1.282 -0.6171
C -1.650059 2.502461 -2.092204 -0.120 -0.013 0.451 -0.4943
C -1.984343 1.309538 -1.401751 0.966 2.138 1.796 -0.8520
C -2.101925 1.381792 0.014866 -0.105 -1.058 -1.596 0.5922
H -5.593244 1.955837 7.046954 0.668 -0.023 -0.690 0.3600
H -5.860749 -0.100616 5.638583 0.834 1.587 -0.258 0.3181
H -4.894177 -0.266306 3.429601 0.466 1.572 0.808 0.0680
H -2.734041 3.508686 4.160667 -0.581 -0.273 0.380 0.3827
H -4.078997 3.859491 6.254558 -0.253 -0.983 -0.331 0.3480
H -1.417042 4.742653 0.474336 0.288 -0.226 0.212 0.5106
H -1.045874 4.575530 -1.994479 -0.061 0.323 -0.145 0.4671
H -1.570568 2.498954 -3.169498 -0.118 -0.075 -0.155 0.4288
H -2.088408 0.358182 -1.867848 -0.045 -0.388 -0.592 0.5723
N 5.308442 4.171164 -6.107031 0.579 1.615 1.238 -0.3462
C 5.516750 3.252824 -4.869833 0.357 -0.295 -1.224 -0.4322
C 4.221241 2.474611 -4.644958 -0.181 0.805 -1.021 -0.6430
N 4.428605 1.603583 -3.552240 -0.242 -1.367 0.987 -0.4889
H 6.080889 4.543254 -6.696256 0.075 -0.685 0.839 0.3623
H 4.802335 5.012360 -5.809747 0.064 -0.027 0.044 0.3710
H 4.687202 3.724040 -6.724637 -1.022 -1.019 -1.238 0.3332
H 5.704590 3.825759 -3.973943 0.312 0.458 -0.127 0.2990
H 6.373651 2.618152 -5.111180 -0.221 0.050 0.172 0.3174
H 3.886906 1.925663 -5.526905 0.243 0.082 -0.384 0.4022
H 3.442488 3.224557 -4.479149 -0.143 -0.139 0.342 0.4059
H 4.550369 0.629913 -3.881923 -0.217 0.917 0.656 0.2406
H 3.689262 1.670138 -2.848519 0.455 -0.311 -0.401 0.1785
C -3.745178 -3.544805 1.908610 -0.344 -1.314 -0.642 -0.6605
C -4.606718 -2.793663 1.019951 0.001 1.427 -0.874 0.5444
C -5.682106 -3.312440 0.217678 -0.206 2.043 -0.920 -0.8509
C -6.228831 -2.187396 -0.398286 0.474 -1.081 0.553 -0.8757
C -5.498420 -1.044605 0.007478 0.947 -0.257 1.956 0.4540
C -5.927721 0.356245 -0.237428 0.373 -0.309 -0.737 -1.0169
N -4.493383 -1.440390 0.932070 -0.631 0.191 -1.479 0.2124
H -4.329102 -3.536538 2.819183 0.380 -0.415 0.821 0.3293
H -2.761097 -3.121555 2.012114 0.209 0.094 0.312 -0.2824
H -3.677299 -4.567215 1.498017 0.111 0.250 0.617 0.3844
H -5.934704 -4.334212 0.031275 -0.154 -0.353 0.279 0.5606
H -7.099407 -2.092143 -1.007301 -0.330 -0.303 -0.430 0.5461
H -6.109299 0.458984 -1.339093 0.179 0.219 0.894 0.3921
H -5.196995 1.101950 0.131473 -0.549 -0.383 -0.221 0.0760
H -6.914152 0.443250 0.245381 0.297 0.351 -0.039 0.3661
C -0.595122 -4.618893 -3.256852 -1.102 0.285 -0.400 -1.4680
C -1.424541 -3.279278 -3.328277 0.457 0.102 -0.623 2.0812
C -0.956109 -2.432105 -4.511666 0.807 1.101 -0.933 -1.5899
C -2.958977 -3.496303 -3.403261 0.863 -0.106 -0.456 -1.6013
C -1.187553 -2.500111 -2.086257 -1.001 0.388 4.805 -0.8255
N -1.268420 -2.136946 -0.950255 0.725 -0.844 -4.356 0.0821
H -1.094590 -5.428789 -3.830681 0.261 0.685 0.185 0.3620
H -0.540173 -4.957938 -2.235919 0.163 -0.191 0.381 0.3819
H 0.394598 -4.454114 -3.667631 0.153 -0.058 0.092 0.3602
H -1.292955 -2.824305 -5.493447 0.459 -0.176 0.658 0.3841
H 0.151751 -2.251907 -4.495285 -0.814 -0.694 -0.179 0.3899
H -1.325150 -1.393149 -4.514097 -0.404 -0.381 0.377 0.3565
H -3.187118 -4.250051 -4.162869 0.058 0.091 0.190 0.4501
H -3.448266 -2.575091 -3.674072 -0.185 0.370 -0.104 0.3888
H -3.311817 -3.791062 -2.442620 -0.487 -0.497 0.642 0.4119
```
Positions in Å, forces in eV/Å.

Values from the calculation:
net charge = +3
energy relative to the best compared isomer or geometry (same formula, charge and spin) = 0.0 kcal per mole
E_HOMO (spin up / spin down) = -14.09 / -14.09 eV

=====

Number 1: largest force on an atom 3.69 eV/Å. Number 2: largest force on an atom 2.40 eV/Å. Number 3: largest force on an atom 4.92 eV/Å.